Record 1
Density functional theory data (ωB97M-V/def2-TZVPD) for C50H52I2LuN5O7 as an isolated structure in a non-equilibrium geometry.

As for the HOMO energy: -2.17 eV. The calculation puts the HOMO-LUMO gap at 5.73 eV. Its total charge is -2.

Geometry (Å):
Lu: -12.39669 -16.02685 -0.27619
C: -16.59538 -21.12063 2.05512
C: -16.23245 -19.62142 1.95781
C: -14.89640 -19.27747 1.41521
C: -13.95961 -20.04063 0.78260
C: -13.95183 -21.47886 0.37171
C: -14.74572 -21.74476 -0.88367
C: -12.84525 -19.12914 0.50884
N: -13.13528 -17.87606 0.93955
C: -14.35068 -17.93912 1.54032
C: -14.93343 -16.85882 2.20595
C: -14.46109 -15.54001 2.25780
C: -15.11499 -14.50635 3.01922
C: -16.25079 -14.72925 3.91827
C: -15.85965 -15.32924 5.29003
C: -14.43447 -13.36044 2.75808
C: -13.33068 -13.72104 1.91173
C: -12.35181 -12.86636 1.42849
C: -11.16941 -13.22819 0.78181
N: -10.84085 -14.48194 0.39514
C: -9.54287 -14.44910 -0.05739
C: -8.81734 -15.61932 -0.39203
C: -9.20784 -16.90765 -0.42234
N: -10.47906 -17.32290 -0.11940
C: -10.52624 -18.67370 -0.35248
C: -11.67048 -19.46011 -0.17027
C: -9.20717 -19.13704 -0.80554
C: -8.41592 -18.04654 -0.82704
C: -6.96601 -17.96272 -1.25309
C: -6.05155 -17.87515 -0.02712
C: -8.84787 -20.50037 -1.24197
C: -9.32936 -20.80161 -2.65762
C: -9.08061 -13.10166 -0.10866
C: -10.07676 -12.34865 0.49094
C: -10.00851 -10.87399 0.66613
C: -10.74044 -10.02095 -0.42196
C: -7.81473 -12.65068 -0.74697
C: -6.63100 -12.78799 0.21767
N: -13.38703 -15.04851 1.62605
C: -14.66707 -12.01833 3.34721
C: -15.62955 -11.20552 2.49168
H: -17.61442 -21.27012 2.38779
H: -15.92845 -21.68192 2.69988
H: -16.56326 -21.55907 1.08645
H: -16.36049 -19.14475 2.95510
H: -17.02449 -19.16658 1.29481
H: -14.35265 -22.12275 1.13373
H: -12.91111 -21.75320 0.22546
H: -15.73500 -21.36040 -0.76455
H: -14.75832 -22.82808 -1.12414
H: -14.26779 -21.27456 -1.72795
H: -15.90954 -16.92613 2.67718
H: -17.02354 -15.33882 3.38364
H: -16.73513 -13.76941 4.13561
H: -15.30466 -16.27260 5.22125
H: -16.71233 -15.45501 5.96252
H: -15.22401 -14.58547 5.80032
H: -12.46934 -11.78724 1.68556
H: -7.81864 -15.42226 -0.73007
H: -11.57007 -20.48889 -0.53545
H: -6.81621 -17.10295 -1.87881
H: -6.71070 -18.83537 -1.81145
H: -6.39009 -17.06832 0.63207
H: -5.02538 -17.62497 -0.31430
H: -6.05951 -18.81771 0.56122
H: -9.31669 -21.26256 -0.62844
H: -7.77038 -20.65107 -1.19815
H: -10.38813 -20.81376 -2.64899
H: -9.01603 -21.78571 -2.97496
H: -9.00764 -20.02052 -3.36754
H: -8.95730 -10.53902 0.68181
H: -10.39757 -10.66146 1.67580
H: -10.43760 -10.33215 -1.43695
H: -10.53874 -8.93311 -0.32271
H: -11.83762 -10.07856 -0.36258
H: -7.86182 -11.60788 -1.10848
H: -7.64319 -13.25599 -1.66505
H: -6.89991 -12.17558 1.09524
H: -5.69820 -12.47520 -0.22767
H: -6.50773 -13.84119 0.56489
H: -13.72178 -11.47342 3.51631
H: -15.10840 -12.13690 4.32222
H: -15.28637 -11.03972 1.46211
H: -15.78245 -10.21524 2.92003
H: -16.63792 -11.68468 2.41916
O: -13.77279 -10.93160 -3.94088
C: -13.59175 -12.10069 -3.27866
C: -14.59147 -12.65645 -2.48092
C: -14.24807 -13.80330 -1.76255
N: -13.03245 -14.32518 -1.83405
C: -12.13281 -13.89721 -2.71269
C: -12.34659 -12.73394 -3.44215
C: -10.97635 -14.89823 -2.88169
O: -10.05392 -14.65342 -3.61558
O: -11.14481 -15.95034 -2.19523
C: -15.23962 -14.73171 -0.99671
O: -16.34076 -14.25664 -0.76393
O: -14.73632 -15.86207 -0.70185
H: -14.63563 -10.49202 -3.73617
H: -15.58615 -12.22851 -2.39881
H: -11.58016 -12.33531 -4.12605
O: -12.83576 -21.36487 -4.49051
C: -13.03030 -20.12437 -4.42870
O: -13.59913 -19.49419 -3.43611
C: -12.46002 -19.23596 -5.54342
C: -12.09180 -17.88281 -5.49321
C: -11.58754 -17.19724 -6.57669
C: -11.60037 -17.81718 -7.81964
C: -11.99862 -19.16653 -7.93614
C: -12.36994 -19.86301 -6.78610
H: -12.05293 -17.37143 -4.53319
H: -11.22872 -16.17099 -6.48846
H: -11.38099 -17.25860 -8.70133
H: -11.97174 -19.64316 -8.91368
H: -12.73730 -20.87617 -6.88538
I: -15.83367 -18.32612 -2.95962
I: -18.30788 -17.10527 -2.57643

---

Record 2
Density functional theory data (ωB97M-V/def2-TZVPD) for a 4-piece molecular cluster, C17H23ClNO10P overall in a non-equilibrium geometry.

As for the HOMO energy: -9.06 eV. The calculation puts the HOMO-LUMO gap at 8.04 eV. Its structure (SMILES) is NCC1=C(P(O)Cl)C(=O)OC1=O.O=C1CCCO1.O=C1CCCO1.O=C1CCCO1.

Geometry (Å):
N: -2.70211 -2.60787 -1.25399
C: -1.94072 -1.56197 -1.92809
C: -1.08622 -0.77464 -1.03440
C: -0.16118 0.11317 -1.36204
P: 0.43315 0.65391 -3.03208
O: 0.47838 -0.82265 -3.75397
Cl: -1.23936 1.53387 -3.91245
C: 0.43700 0.67461 -0.13612
O: 1.37118 1.40304 0.01322
O: -0.28523 0.15751 0.93441
C: -1.08836 -0.83365 0.47264
O: -1.65200 -1.62698 1.17934
H: -2.11981 -3.17058 -0.65230
H: -3.06640 -3.22843 -1.95882
H: -2.64943 -0.87166 -2.38059
H: -1.34461 -1.94613 -2.74544
H: -0.14943 -0.87191 -4.48015
O: 3.54483 0.88747 -2.30759
C: 4.61402 1.23823 -1.91342
C: 4.94419 2.52759 -1.18740
C: 6.46628 2.59153 -1.30253
C: 6.83687 1.11605 -1.37196
O: 5.73102 0.47914 -2.03461
H: 4.61183 2.43545 -0.15262
H: 4.44990 3.37011 -1.66083
H: 6.95462 3.11783 -0.48481
H: 6.74389 3.08652 -2.23410
H: 6.94913 0.66900 -0.38174
H: 7.74356 0.93447 -1.94361
O: 3.33374 -1.95963 5.79442
C: 2.79621 -1.26112 4.98909
C: 2.30023 0.15966 5.18866
C: 1.37839 0.36262 3.98713
C: 2.00371 -0.56135 2.95459
O: 2.56951 -1.64939 3.71281
H: 3.15913 0.83180 5.16548
H: 1.78134 0.25361 6.13771
H: 1.30453 1.39392 3.64885
H: 0.37298 0.01608 4.23036
H: 2.80728 -0.07607 2.39506
H: 1.27845 -0.95540 2.25911
O: -4.64199 0.89152 -1.91370
C: -5.45845 0.20228 -1.37645
C: -6.66845 0.65275 -0.58110
C: -7.06197 -0.62171 0.16403
C: -6.57628 -1.70545 -0.78906
O: -5.42298 -1.14499 -1.43656
H: -7.44076 0.97805 -1.27931
H: -6.40665 1.46693 0.08769
H: -8.12286 -0.69673 0.39405
H: -6.50923 -0.68208 1.10219
H: -7.31644 -1.95073 -1.55426
H: -6.28443 -2.61762 -0.27475

---

Record 3
Density functional theory data (ωB97M-V/def2-TZVPD) for C11H5Cl5CrN7O2S2Te as an isolated structure.

As for the HOMO energy (alpha / beta): -1.45 / -1.64 eV. The calculation puts the HOMO-LUMO gap (alpha / beta) at 5.37 / 5.56 eV. As for the expectation value of S²: 3.83. As for the multiplicity: 4. Its total charge is -2.

Geometry (Å):
Cr: 0.79902 0.05500 -0.69735
Cl: -1.95917 0.86522 1.26838
C: -2.08151 -0.66535 0.41896
C: -1.00312 -1.12429 -0.33748
C: -1.21081 -2.39243 -0.89367
Cl: 0.04499 -3.14993 -1.83330
C: -2.38626 -3.12850 -0.74257
Cl: -2.57340 -4.69709 -1.45626
C: -3.43647 -2.60241 0.00133
Cl: -4.90818 -3.49354 0.19988
C: -3.28115 -1.35816 0.59458
Cl: -4.57740 -0.71031 1.54751
N: 0.04498 -0.99045 3.05891
N: 0.55411 0.28896 3.35137
C: 1.59553 0.72397 2.50427
N: 2.53925 1.47225 3.15508
N: 1.59629 0.45963 1.25726
N: 2.94420 0.49686 0.46591
O: 2.49653 1.11064 -0.68794
O: 3.96237 1.02696 1.02600
H: -0.66789 -0.96859 2.34214
H: -0.33065 -1.37942 3.91057
H: -0.14041 1.01468 3.48501
H: 2.74879 1.10196 4.06946
H: 3.34712 1.61597 2.53366
S: -0.38761 2.15293 -1.12562
C: 0.12868 2.42619 -2.75937
C: -0.03554 3.75825 -3.27230
N: -0.16397 4.83478 -3.66451
C: 0.59707 1.44232 -3.56907
S: 0.76789 -0.21461 -3.06491
C: 0.92382 1.73257 -4.93684
N: 1.18052 1.93457 -6.04256
Te: 2.87241 -1.63863 -0.10651

---

Record 4
Density functional theory data (ωB97M-V/def2-TZVPD) for a 2-piece molecular cluster, C3H11NO overall in a non-equilibrium geometry.

As for the HOMO energy: -9.63 eV. The calculation puts the HOMO-LUMO gap at 10.34 eV. Its structure (SMILES) is CC(C)N.O.

Geometry (Å):
C: 1.04148 1.49082 -0.11800
C: 0.21033 0.33947 0.40844
C: 0.48112 0.11326 1.87947
N: 0.42238 -0.93102 -0.35927
H: 0.65085 2.41165 0.30198
H: 1.16252 1.48435 -1.20103
H: 2.05237 1.40318 0.29072
H: -0.85531 0.59068 0.29546
H: 0.13734 -0.89010 2.16436
H: -0.21921 0.66275 2.53471
H: 1.43401 0.43542 2.28558
H: 0.29860 -0.62886 -1.31646
H: -0.32093 -1.53296 -0.07305
O: -2.53465 -1.82035 -2.21080
H: -2.07711 -1.94007 -3.04413
H: -1.88378 -1.18819 -1.83798